Below is a cluster of 7 separate species, C40H32I2O14P in total, with properties calculated with wB97M-V/def2-TZVPD.

Last column: Mulliken charge in e.
Element x y z (Å)
C 3.690 -0.642 -0.056  -1.2195
C 3.240 0.564 0.758  -0.1774
I 5.007 1.786 1.154  -0.0068
C 2.105 1.382 0.185  -1.0183
I 2.490 2.165 -1.772  0.0063
P 0.345 0.377 0.272  0.6452
C -1.326 -0.515 0.463  0.3849
O -2.097 -0.398 -0.511  -0.7529
O -1.460 -1.127 1.536  -0.6578
H 3.872 -0.357 -1.096  0.3482
H 2.936 -1.432 -0.006  0.3402
H 4.614 -1.059 0.351  0.4103
H 2.915 0.254 1.757  0.2632
H 1.958 2.265 0.814  0.6624
H 1.053 -0.824 0.486  -0.1027
H 0.032 0.793 -1.055  -0.1141
H 0.111 1.145 1.452  -0.0254
C 2.691 -2.438 4.724  -0.2856
C 2.178 -2.636 5.934  -0.2430
C 0.730 -2.899 6.129  0.3506
O 0.280 -3.082 7.244  -0.5878
C -0.129 -2.923 4.924  -0.4344
C 0.369 -2.721 3.705  -0.3354
C 1.822 -2.470 3.517  0.3716
O 2.305 -2.280 2.421  -0.4648
H 3.742 -2.241 4.557  0.5486
H 2.781 -2.616 6.834  0.3087
H -1.183 -3.102 5.094  0.4284
H -0.251 -2.695 2.813  0.3505
C -6.737 3.319 -1.584  -0.3477
C -5.539 3.835 -1.834  -0.3902
C -4.298 3.030 -1.661  0.5125
O -3.214 3.516 -1.898  -0.5752
C -4.447 1.623 -1.201  -0.5681
C -5.654 1.116 -0.949  -0.2498
C -6.889 1.916 -1.119  0.3212
O -7.990 1.452 -0.897  -0.5961
H -7.655 3.880 -1.707  0.4001
H -5.401 4.853 -2.178  0.4145
H -3.542 1.030 -1.086  0.7018
H -5.785 0.095 -0.610  0.5021
C -4.695 -0.733 -4.674  -0.3457
C -5.221 0.482 -4.544  -0.3374
C -5.930 1.146 -5.665  0.1660
O -6.410 2.253 -5.545  -0.5476
C -6.035 0.402 -6.948  -0.5344
C -5.511 -0.812 -7.083  -0.2697
C -4.802 -1.473 -5.954  0.3911
O -4.335 -2.585 -6.093  -0.5124
H -4.170 -1.230 -3.867  0.5654
H -5.156 1.036 -3.618  0.4466
H -6.557 0.907 -7.750  0.4234
H -5.571 -1.379 -8.005  0.4527
C 7.510 0.920 7.777  -0.3781
C 6.887 0.522 6.671  -0.4176
C 5.938 -0.622 6.691  0.3345
O 5.377 -0.977 5.679  -0.4338
C 5.709 -1.302 7.991  -0.2143
C 6.331 -0.902 9.096  -0.4244
C 7.281 0.241 9.077  0.3258
O 7.848 0.603 10.086  -0.5567
H 8.207 1.748 7.790  0.4030
H 7.033 0.998 5.709  0.5598
H 5.015 -2.134 7.983  0.3722
H 6.182 -1.380 10.056  0.4180
C 6.890 5.568 4.132  -0.3847
C 6.314 6.761 4.244  -0.3756
C 5.733 7.451 3.064  0.3719
O 5.216 8.543 3.172  -0.5560
C 5.811 6.755 1.756  -0.3329
C 6.388 5.563 1.641  -0.2414
C 6.978 4.876 2.819  0.3375
O 7.502 3.789 2.714  -0.5285
H 7.321 5.043 4.975  0.4304
H 6.238 7.288 5.187  0.3924
H 5.370 7.274 0.914  0.4122
H 6.451 5.029 0.701  0.4634
C -6.557 -6.997 -9.400  -0.3782
C -6.615 -5.792 -9.958  -0.3560
C -5.793 -4.667 -9.442  0.4257
O -5.855 -3.566 -9.949  -0.5546
C -4.904 -4.937 -8.285  -0.2115
C -4.852 -6.143 -7.724  -0.4070
C -5.670 -7.269 -8.238  0.3848
O -5.623 -8.372 -7.737  -0.5479
H -7.145 -7.835 -9.754  0.3975
H -7.254 -5.567 -10.803  0.4077
H -4.325 -4.099 -7.919  0.4140
H -4.218 -6.360 -6.874  0.4321

LUMO energy = -0.0126 Ha
gap between HOMO and LUMO = 3.98 eV
max |F| = 0.50 eV/Å
HOMO energy = -4.318 eV
2S+1 = 1
net charge = -1

***

Below is a cluster of 9 separate species, C32H90N8O9 in total at a distorted geometry, with properties calculated with wB97M-V/def2-TZVPD.

Last column: Mulliken charge in e.
Element x y z (Å)
C -0.738 -6.285 0.093  -0.6921
O -0.693 -6.042 -1.285  -0.2607
C -0.580 -7.219 -2.176  -0.7645
C 0.597 -8.297 -1.720  0.4979
C 1.935 -7.729 -1.613  -1.1734
N 0.491 -9.477 -2.565  -0.6707
H -0.900 -7.287 0.490  0.3891
H -1.542 -5.653 0.470  0.3646
H 0.186 -5.936 0.552  0.0250
H -1.482 -7.829 -2.119  0.3896
H -0.601 -6.834 -3.195  0.3013
H 0.378 -8.561 -0.686  0.2458
H 2.561 -8.617 -1.524  0.4586
H 1.900 -6.989 -0.814  0.0923
H 2.266 -7.324 -2.569  0.2477
H 0.943 -10.258 -2.112  0.2985
H 1.005 -9.323 -3.421  0.2654
C -5.301 7.878 -0.084  -0.8648
O -4.296 7.334 -0.917  -0.3758
C -4.336 5.966 -1.076  -0.0644
C -3.206 5.714 -2.102  0.0424
C -2.977 4.162 -2.323  0.0973
N -1.913 6.096 -1.550  -0.6214
H -5.108 8.905 0.227  0.2663
H -5.359 7.322 0.852  0.3364
H -6.258 7.920 -0.604  0.3571
H -4.000 5.487 -0.156  -0.0834
H -5.287 5.517 -1.363  0.5134
H -3.458 6.198 -3.046  0.4330
H -2.617 3.720 -1.394  -0.6888
H -2.318 3.985 -3.174  0.4682
H -3.940 3.673 -2.467  -0.1002
H -1.690 5.615 -0.691  -0.1751
H -1.913 7.039 -1.190  0.3517
C 0.896 -0.031 -3.670  -0.8239
O 2.108 -0.633 -3.235  -0.2180
C 2.597 -1.771 -3.865  -1.1184
C 1.766 -3.111 -3.944  0.7739
C 1.639 -3.670 -2.588  -0.3978
N 2.546 -4.151 -4.586  -0.6912
H 0.846 1.034 -3.444  0.3026
H 0.010 -0.507 -3.251  0.1888
H 0.687 -0.113 -4.737  0.4821
H 2.847 -1.507 -4.893  0.3496
H 3.510 -2.027 -3.329  0.3800
H 0.740 -3.015 -4.300  0.2953
H 1.227 -4.670 -2.724  -0.1970
H 1.198 -2.932 -1.918  -0.0781
H 2.597 -3.804 -2.087  0.2273
H 2.904 -3.850 -5.480  0.2375
H 1.856 -4.872 -4.743  0.2455
C 1.344 -6.466 5.540  -0.7649
O 1.347 -6.512 4.093  -0.4178
C 1.624 -5.272 3.383  -0.1941
C 2.983 -4.654 3.545  0.7081
C 3.223 -3.299 2.944  -0.8491
N 3.896 -5.632 3.053  -0.7002
H 0.758 -7.239 6.037  0.2880
H 0.819 -5.574 5.880  0.3285
H 2.322 -6.474 6.022  0.2917
H 1.433 -5.561 2.349  -0.3025
H 0.883 -4.552 3.730  0.4951
H 3.059 -4.586 4.631  0.2386
H 4.260 -2.974 3.034  -0.3029
H 2.479 -2.523 3.124  0.4718
H 3.084 -3.378 1.866  0.0906
H 3.663 -6.532 3.448  0.3523
H 3.826 -5.768 2.055  0.2476
C -0.306 -2.234 0.515  -1.0617
O 0.217 -0.991 0.582  0.1488
C -0.704 0.076 0.202  -0.7844
C 0.083 1.396 0.147  0.7109
C 0.618 1.767 1.502  -1.4091
N -0.743 2.478 -0.366  -0.1026
H 0.474 -2.984 0.648  0.0902
H -0.820 -2.572 -0.385  0.4231
H -1.022 -2.425 1.314  0.4074
H -1.043 -0.177 -0.803  0.1816
H -1.594 0.014 0.828  0.3648
H 0.940 1.257 -0.512  0.1286
H 0.076 2.525 2.068  0.0284
H 1.634 2.136 1.362  0.4682
H 0.697 0.930 2.196  0.3175
H -1.673 2.500 0.027  -0.0449
H -0.917 2.194 -1.319  0.1203
C 3.736 -1.009 0.604  -1.1917
O 5.022 -1.547 0.814  -0.1676
C 5.775 -0.576 1.540  -0.8637
C 6.876 -1.417 2.281  0.7425
C 7.871 -0.547 3.031  -1.3411
N 7.629 -2.080 1.221  -0.7782
H 3.696 -0.211 -0.138  0.6072
H 3.093 -0.641 1.404  0.4256
H 3.128 -1.757 0.094  0.2109
H 6.273 0.172 0.923  0.4254
H 5.128 0.001 2.201  0.3833
H 6.299 -2.128 2.873  0.0210
H 8.600 -1.232 3.466  0.3644
H 7.281 0.034 3.740  0.3278
H 8.459 0.114 2.394  0.3350
H 8.226 -2.754 1.679  0.2751
H 7.070 -2.682 0.633  0.2358
C -5.034 2.014 0.376  -0.9192
O -4.587 1.931 -1.032  0.0341
C -4.646 0.707 -1.574  -0.8255
C -4.292 0.840 -3.063  0.8395
C -5.456 1.584 -3.804  -1.5542
N -3.995 -0.474 -3.633  -0.6966
H -4.337 1.656 1.134  0.2951
H -5.953 1.459 0.565  0.3705
H -5.222 3.051 0.653  0.2370
H -3.996 0.004 -1.053  0.3362
H -5.696 0.425 -1.496  0.3681
H -3.433 1.447 -3.350  0.1214
H -5.139 1.864 -4.808  0.3217
H -5.682 2.503 -3.264  0.2722
H -6.381 1.009 -3.849  0.4272
H -3.522 -0.528 -4.523  0.2738
H -3.445 -0.992 -2.963  0.1967
C -2.093 5.313 2.285  -0.5276
O -2.457 6.562 2.723  -0.3930
C -1.798 7.614 2.083  -0.3384
C -1.906 8.861 2.907  0.4206
C -3.340 9.295 3.096  -1.1718
N -1.088 9.922 2.323  -0.7438
H -2.008 5.244 1.201  -0.0263
H -2.854 4.544 2.420  0.3737
H -1.219 4.986 2.848  0.3959
H -0.775 7.360 1.804  0.3627
H -2.306 7.888 1.158  -0.0367
H -1.448 8.831 3.895  0.4037
H -3.548 9.577 2.064  0.1261
H -3.510 10.185 3.701  0.3832
H -4.024 8.513 3.424  0.2608
H -0.121 9.820 2.595  0.2826
H -0.951 9.881 1.323  0.2539
O 0.942 4.732 0.181  -0.6526
H 0.619 3.840 0.056  0.4049
H 1.895 4.650 0.142  0.2794

LUMO energy = 0.0130 Ha
energy relative to the best compared isomer or geometry (same formula, charge and spin) = 3.726 eV
gap between HOMO and LUMO = 9.22 eV
structure (SMILES) = COC[C@H](C)N.COC[C@H](C)N.COC[C@H](C)N.COC[C@H](C)N.COC[C@H](C)N.COC[C@H](C)N.COC[C@H](C)N.COC[C@H](C)N.O
max |F| = 4.94 eV/Å
HOMO energy = -8.861 eV
2S+1 = 1

***

Below is the ion C3H9N2O2 with charge +1 at a distorted geometry, with properties calculated with wB97M-V/def2-TZVPD.

Last column: natural (NBO) charge in e.
Element x y z (Å)
N 0.588 -1.486 -1.375  -0.7779
C 0.368 -0.192 -1.142  0.6456
O 0.918 0.704 -1.771  -0.6002
C -0.562 0.251 -0.027  -0.1864
N -0.383 1.712 0.080  -0.6891
C -0.399 -0.507 1.296  -0.0697
O 0.914 -0.439 1.823  -0.6992
H 1.055 -1.678 -2.236  0.4340
H 0.074 -2.248 -0.963  0.4180
H -1.596 0.042 -0.275  0.2552
H 0.224 1.949 0.875  0.4509
H 0.166 1.962 -0.778  0.4815
H -1.244 2.252 0.158  0.4491
H -1.032 -0.058 2.060  0.2162
H -0.652 -1.554 1.111  0.1934
H 1.563 -0.708 1.164  0.4786

LUMO energy = -0.1291 Ha
energy relative to the best compared isomer or geometry (same formula, charge and spin) = 0.896 eV
gap between HOMO and LUMO = 11.86 eV
structure (SMILES) = NC(=O)[C@H]([NH3+])CO
max |F| = 1.60 eV/Å
HOMO energy = -15.376 eV
2S+1 = 1
net charge = +1

***

Below is an isolated molecule of C16H21N3O3S at a distorted geometry, with properties calculated with wB97M-V/def2-TZVPD.

Last column: natural (NBO) charge in e.
Element x y z (Å)
C 5.167 -2.176 1.842  -0.7549
S 4.860 -1.779 0.085  0.1195
C 3.869 -0.175 0.200  -0.4877
C 3.756 0.643 -1.063  -0.4082
C 3.081 1.973 -0.647  -0.1452
N 3.949 2.643 0.327  -0.8661
C 1.764 1.606 -0.096  0.6810
O 1.501 1.720 1.107  -0.6091
N 0.900 0.980 -0.972  -0.6319
C -0.212 0.300 -0.490  -0.1742
C -1.415 0.268 -1.476  -0.4060
C -2.700 -0.469 -1.010  -0.1062
C -3.035 -1.792 -1.118  -0.0002
N -4.199 -2.103 -0.541  -0.5262
C -4.698 -0.991 0.078  0.1407
C -5.834 -0.756 0.859  -0.2399
C -6.005 0.530 1.432  -0.2250
C -5.191 1.583 1.096  -0.2375
C -4.166 1.340 0.112  -0.1819
C -3.885 0.096 -0.335  -0.0919
C 0.200 -1.088 -0.057  0.7884
O -0.024 -1.583 0.992  -0.5637
O 0.784 -1.813 -1.058  -0.7104
H 6.190 -1.843 2.087  0.2124
H 4.479 -1.584 2.544  0.2342
H 5.159 -3.292 1.992  0.2326
H 2.854 -0.444 0.477  0.2054
H 4.513 0.318 0.906  0.2435
H 3.192 0.052 -1.833  0.2139
H 4.762 0.918 -1.374  0.2195
H 2.965 2.612 -1.526  0.2037
H 3.431 3.136 1.058  0.3903
H 4.701 3.273 0.044  0.3780
H 1.036 0.833 -1.997  0.4137
H -0.537 0.729 0.508  0.2631
H -1.759 1.315 -1.597  0.2322
H -1.080 -0.255 -2.394  0.2213
H -2.386 -2.622 -1.521  0.2102
H -4.642 -2.972 -0.523  0.4104
H -6.439 -1.704 1.189  0.2115
H -6.907 0.568 2.039  0.2183
H -5.362 2.627 1.458  0.2231
H -3.428 2.084 -0.137  0.2016
H 0.791 -2.703 -0.667  0.4977

LUMO energy = 0.0212 Ha
energy relative to the best compared isomer or geometry (same formula, charge and spin) = 2.756 eV
gap between HOMO and LUMO = 8.54 eV
structure (SMILES) = CSCC[C@H](N)C(=O)N[C@@H](Cc1c[nH]c2ccccc12)C(=O)O
max |F| = 3.77 eV/Å
HOMO energy = -7.964 eV
2S+1 = 1